# C2H5OP

A single C2H5OP molecule (ωB97M-V/def2-TZVPD, the OMol25 dataset).

The geometry in ORCA input format:
```
! RIJCOSX wB97M-V def2-TZVPD def2/J DEFGRID3
* xyz 0 1
C -1.06921 -0.17898 -0.10656
C 0.19710 0.49481 -0.40014
O 1.21490 0.96914 0.85619
P 0.28887 -1.21159 -0.79339
H -1.44185 -0.30167 0.86852
H -1.89504 0.20822 -0.70886
H 0.15122 1.22765 -1.20810
H 1.72596 0.19917 0.99952
H 0.82805 -1.40675 0.49283
*
```

Properties
relative energy (zero: lowest compared OMol25 entry of this formula, charge and spin) = 50.8 kcal per mole
SMILES = O[C@@H]1CP1
HOMO level = -9.94 eV


# C10H8O2

A molecular structure, C10H8O2 (ωB97M-V/def2-TZVPD, the OMol25 dataset).

The geometry in ORCA input format:
```
! RIJCOSX wB97M-V def2-TZVPD def2/J DEFGRID3
* xyz 0 1
C 0.61849 0.28566 3.38962
C 0.64150 -0.09588 1.78085
C 0.01213 -1.35038 1.39701
C -0.30447 -1.57501 0.15582
C -0.10755 -0.65834 -0.96609
C -0.55864 -0.87728 -2.23379
C -0.53494 0.12257 -3.08988
C -0.13681 1.46552 -2.83251
C 0.45028 0.55875 -0.63414
C 0.65641 1.04388 0.75557
H 1.90960 0.49680 3.66407
H -0.06978 -0.51996 4.04948
H -0.04958 1.55055 3.71433
H -0.35941 -2.10945 2.06619
H -0.52308 -2.53475 -0.34267
H -0.93714 -1.87383 -2.20714
H -1.42368 -0.01872 -4.09061
H 0.36212 2.19700 0.90050
O -0.45683 2.37274 -3.77306
O 0.81136 1.52012 -1.70353
*
```

Properties
relative energy (zero: lowest compared OMol25 entry of this formula, charge and spin) = 183.9 kcal per mole
HOMO level = -8.89 eV


Please write out number 2 again, unchanged.
# C10H8O2

A molecular structure, C10H8O2 (ωB97M-V/def2-TZVPD, the OMol25 dataset).

The geometry in ORCA input format:
```
! RIJCOSX wB97M-V def2-TZVPD def2/J DEFGRID3
* xyz 0 1
C 0.61849 0.28566 3.38962
C 0.64150 -0.09588 1.78085
C 0.01213 -1.35038 1.39701
C -0.30447 -1.57501 0.15582
C -0.10755 -0.65834 -0.96609
C -0.55864 -0.87728 -2.23379
C -0.53494 0.12257 -3.08988
C -0.13681 1.46552 -2.83251
C 0.45028 0.55875 -0.63414
C 0.65641 1.04388 0.75557
H 1.90960 0.49680 3.66407
H -0.06978 -0.51996 4.04948
H -0.04958 1.55055 3.71433
H -0.35941 -2.10945 2.06619
H -0.52308 -2.53475 -0.34267
H -0.93714 -1.87383 -2.20714
H -1.42368 -0.01872 -4.09061
H 0.36212 2.19700 0.90050
O -0.45683 2.37274 -3.77306
O 0.81136 1.52012 -1.70353
*
```

Properties
relative energy (zero: lowest compared OMol25 entry of this formula, charge and spin) = 183.9 kcal per mole
HOMO level = -8.89 eV


- Which of these has the lowest relative energy (zero: lowest compared OMol25 entry of this formula, charge and spin)?
  C2H5OP